The following is a DFT calculation (ωB97M-V/def2-TZVPD) of C4H6N2O2 as an isolated structure at a distorted geometry.

XYZ file:
```
14
Properties=species:S:1:pos:R:3:mulliken_charge:R:1
C -1.13 0.36 -1.71 -1.138
N 1.04 -1.93 0.39 -0.217
C 1.34 -0.62 0.69 0.520
C -0.49 -0.08 -0.47 0.090
C 0.01 0.32 0.65 0.532
N -0.09 1.33 1.56 -0.461
O 0.72 -1.34 -0.88 -0.385
O 2.34 -0.16 1.21 -0.564
H 0.39 -2.53 0.89 0.276
H 0.65 1.30 2.26 0.228
H -0.92 1.91 1.51 0.203
H -0.38 0.82 -2.36 0.259
H -1.57 -0.48 -2.25 0.314
H -1.90 1.10 -1.50 0.342
```

Summary:
2S+1 = 1
LUMO = 0.648 eV
highest occupied orbital energy = -8.675 eV


The following is a DFT calculation (ωB97M-V/def2-TZVPD) of a 2-piece molecular cluster, C4H6N2O2 overall at a distorted geometry.

XYZ file:
```
14
Properties=species:S:1:pos:R:3:mulliken_charge:R:1
C -1.92 -0.52 0.87 0.618
C 1.06 0.41 0.37 0.592
N 1.84 -0.44 -0.37 -0.398
C -0.12 1.14 -0.55 -0.077
C -2.09 -1.45 -0.04 -0.715
O -2.28 0.52 1.34 -0.409
N 1.57 1.23 1.22 -0.665
O -0.44 0.65 -1.59 -0.444
H 2.84 -0.48 -0.27 0.178
H 1.44 -0.87 -1.19 0.209
H 2.58 1.21 1.30 0.200
H -0.24 2.16 -0.16 0.379
H -1.19 -1.80 -0.52 0.251
H -3.05 -1.76 -0.40 0.281
```

Summary:
2S+1 = 1
SMILES string = [H]/N=C(\N)C=O.C=C=O
LUMO = -0.121 eV
highest occupied orbital energy = -9.291 eV


The following is a DFT calculation (ωB97M-V/def2-TZVPD) of C4H6N2O2 as an isolated structure at a distorted geometry.

XYZ file:
```
14
Properties=species:S:1:pos:R:3:mulliken_charge:R:1
C 2.99 -0.30 0.03 -0.856
C 1.53 -0.08 0.15 0.397
C 0.87 1.15 -0.06 -0.427
C -0.69 -0.33 -0.07 0.404
H 3.34 0.84 -0.46 0.222
H 3.80 -0.40 1.13 0.263
H 2.97 -1.06 -0.81 0.265
H 1.31 2.06 0.05 0.452
H -2.67 1.09 1.01 0.277
H 0.47 -1.89 0.37 0.289
N -1.92 -0.79 -0.11 -0.495
N 0.46 -0.96 -0.05 -0.094
O -0.49 1.06 -0.13 -0.323
O -2.90 0.07 0.07 -0.375
```

Summary:
2S+1 = 1
LUMO = 0.307 eV
highest occupied orbital energy = -7.396 eV


The following is a DFT calculation (ωB97M-V/def2-TZVPD) of a 2-piece molecular cluster, C4H6N2O2PS overall at a distorted geometry.

XYZ file:
```
16
Properties=species:S:1:pos:R:3:mulliken_charge:R:1
C -0.53 0.86 0.63 -0.531
C -1.79 0.26 0.20 0.664
C 0.36 -0.16 0.41 -0.474
C -3.17 0.81 0.19 -0.753
N -1.61 -0.99 -0.23 -0.952
N -0.30 -1.18 -0.17 0.313
O 3.96 -1.33 0.82 -0.598
O 3.15 -0.63 -1.40 -0.403
P 3.38 -0.17 0.11 0.705
S 4.38 1.48 -0.09 -0.469
H -0.37 1.93 0.68 0.305
H -3.78 0.77 1.21 0.153
H -3.23 1.92 -0.10 0.235
H -3.69 0.19 -0.66 0.240
H 0.10 -2.16 -0.25 0.252
H 3.13 -1.59 -1.34 0.312
```

Summary:
charge = -1
2S+1 = 1
LUMO (alpha / beta) = 2.719 / 2.721 eV
highest occupied orbital energy (alpha / beta) = -4.526 / -4.535 eV


The following is a DFT calculation (ωB97M-V/def2-TZVPD) of a 2-piece molecular cluster, C4H6N2OS overall at a distorted geometry.

XYZ file:
```
14
Properties=species:S:1:pos:R:3:mulliken_charge:R:1
C 0.83 1.60 -0.75 -0.758
C 0.97 -0.25 0.93 -0.066
C 0.04 -1.13 1.50 -0.597
C -0.95 -1.18 0.49 0.295
H 1.87 1.80 -0.47 0.336
H 0.65 1.63 -1.84 0.258
H 0.34 2.39 -0.22 0.352
H 2.08 -0.22 1.28 0.286
H 0.25 -1.69 2.44 0.345
H -2.46 -0.51 -1.09 0.320
N 0.62 0.25 -0.33 -0.156
N -0.52 -0.43 -0.50 0.460
O -1.32 -0.26 -1.69 -0.564
S -2.40 -2.00 0.25 -0.511
```

Summary:
2S+1 = 1
LUMO = 0.448 eV
highest occupied orbital energy = -8.167 eV


The following is a DFT calculation (ωB97M-V/def2-TZVPD) of one molecule with the formula C4H6N2OS at a distorted geometry.

XYZ file:
```
14
Properties=species:S:1:pos:R:3:mulliken_charge:R:1
C -0.26 1.07 -1.30 0.106
C 0.54 -1.22 0.79 -0.034
C -0.43 -0.43 1.85 -0.903
C 0.68 0.30 0.96 -0.228
H -1.10 1.68 0.98 0.375
H -0.60 1.93 -1.91 0.367
H 1.32 -1.95 1.27 0.285
H -1.46 -0.38 1.40 0.415
H -0.26 -0.24 2.91 0.289
H 1.59 0.77 1.52 0.319
N 0.44 1.29 -0.10 -0.057
N -0.13 -0.17 -1.81 -0.437
O -0.39 2.29 0.66 -0.450
S -0.10 -1.65 -0.74 -0.046
```

Summary:
2S+1 = 1
SMILES string = ON1C=NS[C@@H]2C[C@@H]21
LUMO = 0.376 eV
highest occupied orbital energy = -8.659 eV


The following is a DFT calculation (ωB97M-V/def2-TZVPD) of one molecule with the formula C4H6N2OS at a distorted geometry.

XYZ file:
```
14
Properties=species:S:1:pos:R:3:mulliken_charge:R:1
C 0.74 0.22 1.09 -0.051
C 0.37 1.50 0.42 -0.360
C -0.53 1.12 -0.55 -0.035
C -1.07 -0.09 -1.27 -0.430
H 2.92 -1.81 -0.28 0.171
H 0.17 -0.24 1.93 0.323
H 0.49 2.60 0.57 0.318
H -0.92 2.00 -0.98 0.371
H -1.31 -0.21 -2.28 0.432
H -1.96 -1.69 1.15 0.354
N 1.52 -0.64 0.72 -0.261
N -1.43 -1.16 -0.59 -0.404
O -1.34 -1.07 0.73 -0.263
S 2.35 -0.52 -0.66 -0.165
```

Summary:
2S+1 = 1
SMILES string = O\N=C/C=C\C=N/S
LUMO = 0.374 eV
highest occupied orbital energy = -8.431 eV


The following is a DFT calculation (ωB97M-V/def2-TZVPD) of one molecule with the formula C4H6N2OS at a distorted geometry.

XYZ file:
```
14
Properties=species:S:1:pos:R:3:mulliken_charge:R:1
C 1.66 0.27 0.39 -0.766
C 0.17 0.08 -0.10 0.247
C -1.03 0.73 -0.03 -0.408
C -1.98 -0.39 0.09 0.687
H 2.29 -1.46 -0.47 0.314
H 2.62 0.09 -1.18 0.307
H 2.01 1.29 0.38 0.436
H 1.80 0.06 1.45 0.287
H -1.41 1.82 0.17 0.263
H -3.55 1.15 -0.64 0.143
N 2.69 -0.54 -0.25 -0.646
N -1.47 -1.50 0.26 -0.434
O -0.07 -1.33 -0.03 -0.172
S -3.73 -0.27 -0.04 -0.258
```

Summary:
2S+1 = 1
SMILES string = NCc1cc(S)no1
LUMO = 0.333 eV
highest occupied orbital energy = -9.408 eV


The following is a DFT calculation (ωB97M-V/def2-TZVPD) of a 2-piece molecular cluster, C4H6N2OS overall at a distorted geometry.

XYZ file:
```
14
Properties=species:S:1:pos:R:3:mulliken_charge:R:1
C 0.53 -1.12 -0.59 -0.668
C -0.76 -0.66 -0.18 0.652
C -0.73 -0.78 1.18 -0.290
C 0.99 2.23 0.77 -0.327
N 1.23 -1.58 0.40 -0.261
N -1.76 -0.07 -0.91 -0.523
O 0.42 -1.40 1.54 -0.167
S 2.37 1.80 0.25 -0.049
H 1.16 -1.19 -1.48 0.505
H -1.43 -0.45 2.00 0.351
H 0.05 2.13 0.32 0.326
H -2.59 -0.04 -0.41 0.196
H -1.80 0.01 -1.98 0.207
H 2.33 1.13 -0.91 0.048
```

Summary:
2S+1 = 1
LUMO = 0.304 eV
highest occupied orbital energy = -8.376 eV


The following is a DFT calculation (ωB97M-V/def2-TZVPD) of one molecule with the formula C4H6N2OS at a distorted geometry.

XYZ file:
```
14
Properties=species:S:1:pos:R:3:mulliken_charge:R:1
C 1.52 0.13 -2.32 -0.819
C 0.22 0.33 -1.50 0.386
C -0.36 -0.04 0.56 0.024
C -1.30 -0.54 2.73 0.177
H 2.27 -0.35 -1.65 0.276
H 1.35 -0.44 -3.35 0.277
H 1.80 1.25 -2.61 0.241
H -1.01 -0.79 0.15 0.227
H 0.14 0.96 2.33 0.334
H -2.01 -1.17 2.18 0.270
N 0.34 0.72 -0.17 -0.473
N -0.40 0.13 1.93 -0.116
O -1.26 -0.37 3.94 -0.529
S -1.29 0.19 -2.20 -0.276
```

Summary:
2S+1 = 1
SMILES string = CC(=S)/N=C/NC=O
LUMO = -0.252 eV
highest occupied orbital energy = -8.744 eV


E_tot for the records above, in order: -11315.346 -11317.055 -11313.548 -31444.864 -20103.633 -20102.946 -20102.713 -20104.386 -20102.620 -20107.230 eV
Relative energy (zero: lowest compared OMol25 entry of this formula, charge and spin) for the records above, in order: 131.35 91.94 172.81 3.64 131.64 147.49 152.86 114.28 155.00 48.70 kcal per mole